# 1
Formula: C5H15N2O
Source: OMol25
Level of theory: ωB97M-V with the def2-TZVPD basis set

Each line ends with the natural charge from an NBO analysis.
Geometry (Å):
C  1.576111  2.086264  -1.396975  -0.621
C  0.464899  1.372165  -0.648015  -0.025
C  0.962568  0.777183  0.735291  -0.513
C  0.077967  -0.302819  1.110519  -0.079
C  0.393412  -1.605978  0.974087  -0.122
N  -0.627501  -2.601816  1.386396  -0.685
N  -0.119036  0.352047  -1.530081  -0.862
H  1.030369  2.911023  -1.912304  0.224
H  2.197969  2.470378  -0.658057  0.213
H  2.131246  1.403741  -2.160874  0.219
H  -0.371664  2.201156  -0.476768  0.199
H  2.040405  0.614655  0.987389  0.259
H  0.772833  1.685749  1.466410  0.258
H  -0.931755  -0.046959  1.476306  0.249
H  0.957898  -2.067847  0.254060  0.213
H  -0.238066  -3.383464  1.860770  0.445
H  -1.240637  -2.144238  2.128524  0.448
H  -1.253287  -2.665548  0.639692  0.458
H  0.470990  -0.412839  -1.520650  0.355
H  -0.365140  0.672242  -2.381158  0.379
H  -3.406413  -0.745641  -0.157141  0.498
H  -1.999220  0.024321  -0.406549  0.516
O  -2.523948  -0.593782  0.229118  -1.024

Cartesian forces (eV/Å) of the 6 atoms listed first:
C -1.04 -0.58 -1.99
C -0.73 1.12 -0.60
C -0.23 3.54 0.97
C -0.13 -2.18 0.96
C -2.28 1.82 1.10
N -0.73 3.39 3.12

The calculation puts the energy at -383.9343 Ha. Its total charge is +1. The frontier orbital gap comes out at 9.762 eV.

# 2
Formula: C5H15N2O
Source: OMol25
Level of theory: ωB97M-V with the def2-TZVPD basis set

Each line ends with the natural charge from an NBO analysis.
Geometry (Å):
C  2.711068  -1.427039  0.009562  -0.622
C  1.770534  -0.586523  0.895363  -0.413
C  0.279552  -0.455999  0.364043  -0.437
C  0.186682  0.298574  -0.964460  -0.255
N  -0.039038  1.740557  -0.940740  -0.521
C  -1.128351  2.334926  -0.397189  0.394
N  -2.129290  1.590149  0.170721  -0.727
H  3.869062  -1.183521  0.181170  0.224
H  2.586029  -2.501924  0.162253  0.228
H  2.635416  -1.004254  -0.934935  0.192
H  1.667279  -1.135525  1.929089  0.220
H  2.396327  0.340163  1.156720  0.223
H  -0.152113  0.174890  1.112847  0.217
H  -0.257446  -1.425576  0.230032  0.243
H  1.188246  0.237119  -1.650457  0.230
H  -0.593928  -0.218536  -1.542327  0.226
H  0.808710  2.302534  -1.299037  0.457
H  -1.175932  3.417211  -0.473854  0.243
H  -2.121872  0.611943  0.142785  0.439
H  -2.970768  1.932425  0.544141  0.431
H  -3.575940  -1.444394  1.056319  0.488
H  -3.002999  -2.190625  -0.083222  0.480
O  -2.951231  -1.406575  0.331174  -0.957

Cartesian forces (eV/Å) of the 6 atoms listed first:
C 2.46 0.69 2.31
C 0.75 -1.40 2.33
C 2.26 0.62 -0.17
C 2.07 -1.01 -2.39
N -0.21 1.88 0.73
C 0.23 -2.51 -0.12

The calculation puts the energy at -383.9837 Ha. Its total charge is +1. The frontier orbital gap comes out at 10.670 eV.

# 3
Formula: C5H15N2O
Source: OMol25
Level of theory: ωB97M-V with the def2-TZVPD basis set

Each line ends with the natural charge from an NBO analysis.
Geometry (Å):
C  1.561088  -1.732227  -0.256451  -0.637
C  -2.388884  0.027204  -0.498156  -0.418
C  1.125884  2.034984  -0.570682  -0.399
C  0.127855  -1.197151  -0.477765  -0.498
C  -0.150472  0.133907  0.202250  0.697
N  -1.331261  0.780561  0.154891  -0.608
N  1.112951  0.929610  0.436230  -0.549
O  -0.100635  -0.402021  2.209572  -1.021
H  1.464423  -1.905148  0.842292  0.269
H  2.308327  -1.134721  -0.633970  0.191
H  1.570325  -2.536911  -0.913093  0.251
H  -2.103089  -0.545731  -1.261438  0.206
H  -3.047159  -0.637115  0.293686  0.214
H  -3.202239  0.764701  -0.886587  0.238
H  2.011723  2.514361  -0.460352  0.230
H  1.073624  1.635538  -1.522821  0.227
H  0.254612  2.747795  -0.277451  0.247
H  -0.095352  -1.174131  -1.502242  0.237
H  -0.614203  -1.981085  -0.002805  0.279
H  -1.752319  1.284125  0.903136  0.443
H  1.119185  1.151519  1.408203  0.479
H  1.852247  0.319369  0.250202  0.443
H  -0.796629  -1.077440  2.563357  0.477

Cartesian forces (eV/Å) of the 6 atoms listed first:
C -3.77 0.17 2.18
C -5.46 2.14 3.95
C -3.20 1.30 2.96
C -1.05 -0.73 1.74
C -0.36 -1.52 3.97
N 0.55 -1.69 -2.10

The calculation puts the energy at -383.8722 Ha. Its total charge is +1. The frontier orbital gap comes out at 9.522 eV.

What did the second record say?
Formula: C5H15N2O
Source: OMol25
Level of theory: ωB97M-V with the def2-TZVPD basis set

Each line ends with the natural charge from an NBO analysis.
Geometry (Å):
C  2.711068  -1.427039  0.009562  -0.622
C  1.770534  -0.586523  0.895363  -0.413
C  0.279552  -0.455999  0.364043  -0.437
C  0.186682  0.298574  -0.964460  -0.255
N  -0.039038  1.740557  -0.940740  -0.521
C  -1.128351  2.334926  -0.397189  0.394
N  -2.129290  1.590149  0.170721  -0.727
H  3.869062  -1.183521  0.181170  0.224
H  2.586029  -2.501924  0.162253  0.228
H  2.635416  -1.004254  -0.934935  0.192
H  1.667279  -1.135525  1.929089  0.220
H  2.396327  0.340163  1.156720  0.223
H  -0.152113  0.174890  1.112847  0.217
H  -0.257446  -1.425576  0.230032  0.243
H  1.188246  0.237119  -1.650457  0.230
H  -0.593928  -0.218536  -1.542327  0.226
H  0.808710  2.302534  -1.299037  0.457
H  -1.175932  3.417211  -0.473854  0.243
H  -2.121872  0.611943  0.142785  0.439
H  -2.970768  1.932425  0.544141  0.431
H  -3.575940  -1.444394  1.056319  0.488
H  -3.002999  -2.190625  -0.083222  0.480
O  -2.951231  -1.406575  0.331174  -0.957

Cartesian forces (eV/Å) of the 6 atoms listed first:
C 2.46 0.69 2.31
C 0.75 -1.40 2.33
C 2.26 0.62 -0.17
C 2.07 -1.01 -2.39
N -0.21 1.88 0.73
C 0.23 -2.51 -0.12

The calculation puts the energy at -383.9837 Ha. Its total charge is +1. The frontier orbital gap comes out at 10.670 eV.

- Which of these has the highest frontier orbital gap?
  number 2